Entry 1:
Molecular formula: C22H24N4O2S
Method: DFT, wB97M-V/def2-TZVPD

```
53
C22H24N4O2S, DFT wB97M-V/def2-TZVPD
C -4.40 -1.14 -2.91
H -0.30 3.23 -0.67
H -5.35 -0.67 -2.62
H 0.54 3.66 -2.20
C -3.55 -0.50 3.11
H 5.59 -0.11 1.00
C -3.93 -0.76 1.81
N -1.41 1.20 0.02
H 0.39 1.21 0.25
C 6.76 -0.66 3.63
C -2.89 0.12 -1.52
S -0.76 1.71 -2.46
O 2.67 2.50 -1.51
H -4.74 0.51 -5.09
C 2.30 0.55 0.68
C -3.91 -0.19 -5.03
N 1.38 1.34 -0.02
H 6.55 -1.85 1.83
C 4.04 -1.07 2.15
H 4.06 1.29 -0.27
H -5.35 -1.82 -4.75
H -1.87 -0.07 -4.27
C -1.74 0.91 2.37
C -3.21 -0.18 0.75
H 6.52 -2.78 3.34
H 2.28 -1.83 3.09
H 6.41 0.28 3.19
C -2.11 0.66 1.04
H -4.24 -2.00 -2.25
C 1.80 -0.34 1.63
H -2.82 1.41 -4.02
H -3.65 -2.29 -4.57
H 6.43 -0.69 4.67
H -4.10 -0.95 3.92
H -2.18 0.52 4.41
C -2.87 0.32 -4.03
H -4.77 -1.40 1.58
N -3.57 -0.43 -0.53
C -1.76 0.97 -1.21
C 0.30 2.86 -1.50
C 4.53 -0.19 1.20
H -0.90 1.56 2.57
O 4.79 -1.92 2.92
C 1.59 2.21 -1.02
C -2.46 0.33 3.39
N -3.32 -0.19 -2.75
H -3.49 -0.33 -6.02
C -4.38 -1.50 -4.39
H 0.74 -0.41 1.80
H 7.84 -0.68 3.60
C 2.66 -1.14 2.36
C 6.20 -1.85 2.87
C 3.67 0.61 0.47
```

Values from the calculation:
**E_HOMO**: -0.28054 Eh
**Energy relative to the best compared isomer or geometry (same formula, charge and spin)**: 16.5 kcal per mole
**LUMO energy**: -0.10 eV
**Gap between HOMO and LUMO**: 7.54 eV

natural (NBO) atomic charge list, values in e, 6 entries: -0.21 0.25 0.20 0.26 -0.20 0.22

=====

Entry 2:
Molecular formula: C22H24N4O5S
Method: DFT, wB97M-V/def2-TZVPD

```
56
C22H24N4O5S, DFT wB97M-V/def2-TZVPD
H -2.44 -1.74 -0.07
C -2.23 1.64 -1.17
C -4.00 1.40 -2.77
C -1.80 2.05 -3.49
C 2.43 -0.79 1.45
C -2.50 -1.82 -3.99
C 1.97 2.28 -0.38
H -5.84 -0.27 -1.73
H 2.29 3.20 0.12
C 0.86 -0.68 -1.73
H 1.79 -0.39 -2.20
H -4.21 1.07 -0.66
C -1.51 -1.43 -0.52
H -1.78 -2.55 -4.39
H -0.54 -0.98 1.33
H -2.27 -0.83 -4.38
H 2.05 1.54 4.26
O -2.53 -1.83 -2.59
H 0.99 -0.65 6.12
N 0.56 2.31 -0.70
S 2.11 -2.45 1.83
C 0.13 2.17 -1.98
H -7.10 0.44 -2.77
H 0.01 0.12 4.83
H 2.49 2.21 -1.34
H -3.51 -2.11 -4.30
C -0.20 -1.09 -2.51
O 3.03 -1.86 5.60
H 1.44 1.84 5.90
C 2.34 1.14 0.50
N 3.23 1.19 1.45
C 0.73 -0.61 -0.36
N 3.30 -0.02 2.04
H -0.09 2.35 0.07
C -1.33 1.99 -2.17
C -1.41 -1.45 -1.92
H -1.91 1.56 -0.14
C -3.12 1.78 -3.79
C -6.19 0.65 -2.22
H 2.88 0.84 5.65
C 3.11 -2.57 3.33
O 1.52 -1.03 4.17
C 1.90 1.11 5.25
H 4.11 -2.18 3.10
C 1.03 -0.13 5.16
H -0.08 -1.11 -3.58
C 2.56 -1.79 4.50
N 1.78 -0.12 0.45
C -3.55 1.35 -1.46
H 3.19 -3.63 3.59
O -5.26 1.11 -3.17
C -0.46 -1.01 0.25
O 0.91 2.18 -2.91
H -1.10 2.32 -4.26
H -6.39 1.41 -1.46
H -3.48 1.83 -4.80
```

Values from the calculation:
**E_HOMO**: -0.30747 Eh
**Energy relative to the best compared isomer or geometry (same formula, charge and spin)**: 38.8 kcal per mole
**LUMO energy**: 0.38 eV
**Gap between HOMO and LUMO**: 8.75 eV

natural (NBO) atomic charge list, values in e, 6 entries: 0.23 -0.09 0.34 -0.14 0.19 -0.26

=====

Entry 3:
Molecular formula: C22H24N6O3OsS3Si
Method: DFT, wB97M-V/def2-TZVPD

```
60
C22H24N6O3OsS3Si, DFT wB97M-V/def2-TZVPD
N -1.20 0.63 -0.81
H -3.70 -0.69 -3.52
H -2.81 0.80 -3.75
O 2.33 1.05 -2.04
C 0.15 4.49 -1.34
H -3.92 0.62 -2.39
H -0.47 -1.12 5.84
H -0.70 -1.86 -3.73
H -0.06 4.21 -3.46
H -3.00 -2.76 -1.43
H -3.26 1.55 0.15
C -0.22 3.77 -2.48
S -4.38 -0.16 3.12
H -0.97 1.92 -3.27
S 1.73 -0.36 5.05
C -2.99 -0.61 4.03
H 0.25 4.52 0.81
H -4.85 1.20 0.69
C -2.58 -1.96 -0.82
Si -1.86 -0.68 -1.94
C -1.86 -0.28 3.38
C 1.33 -1.24 0.24
N -3.86 1.02 0.76
H 0.23 -0.43 -3.28
C 4.45 -1.61 -1.58
S 2.79 0.53 -0.79
H -0.92 2.37 1.07
H 0.28 -1.89 -2.27
H 5.16 -0.94 -2.06
O 3.66 1.31 0.03
C 4.66 -2.99 -1.60
C -0.76 2.50 -2.38
C 2.42 -2.02 -0.34
C -0.95 1.95 -1.11
H -3.39 -1.56 -0.21
N -2.08 0.31 2.13
C -0.02 3.95 -0.06
H 5.53 -3.39 -2.09
O 0.23 -1.58 0.78
N 2.76 0.78 2.87
N 0.45 0.23 2.92
H 0.56 5.48 -1.45
C -0.37 -1.25 -2.89
C -3.37 0.47 1.88
H 1.91 -4.06 0.12
H -3.09 -1.06 5.01
Os -0.37 0.46 0.93
C -0.47 -0.32 3.81
C 3.75 -3.87 -0.99
C 1.66 0.29 3.46
H 3.62 0.84 3.38
C 2.61 -3.39 -0.36
H -1.83 -2.41 -0.16
H 3.94 -4.93 -1.02
C 0.04 -0.70 4.99
C 3.33 -1.15 -0.95
C -3.18 0.11 -2.99
N 1.47 0.09 0.14
C -0.58 2.70 0.04
H 2.75 1.17 1.93
```

Values from the calculation:
**E_HOMO (spin up / spin down)**: -0.50438 / -0.50427 Eh
**Energy relative to the best compared isomer or geometry (same formula, charge and spin)**: 18.2 kcal per mole
**Net charge**: +2
**LUMO energy (spin up / spin down)**: -8.24 / -8.24 eV
**Gap between HOMO and LUMO (spin up / spin down)**: 5.48 / 5.48 eV

natural (NBO) atomic charge list, values in e, 6 entries: -0.66 0.28 0.26 -0.89 -0.14 0.25

=====

Entry 4:
Molecular formula: C22H25BBiF4NO
Method: DFT, wB97M-V/def2-TZVPD

```
55
C22H25BBiF4NO, DFT wB97M-V/def2-TZVPD
H -0.58 3.44 -1.41
H -2.13 4.58 0.32
H -2.06 3.92 1.98
C -2.60 1.96 -0.06
C -2.36 -2.19 -3.54
C -0.24 -1.02 -3.54
C 2.60 -2.12 1.28
H -2.22 0.04 1.84
H 3.60 -1.76 1.44
H -0.60 -0.71 3.89
H -3.38 2.07 0.71
B 3.33 -0.39 4.26
H 1.10 2.91 2.13
C -1.69 -3.42 -3.55
C -0.52 0.21 3.34
H 2.47 -1.86 -0.95
H 0.72 3.00 -0.31
F 4.07 -1.51 4.03
C 1.61 -2.51 2.26
N -0.08 1.48 -2.91
H -0.16 -2.61 -0.58
C -1.34 0.57 2.21
C 1.96 -2.11 0.00
H 0.57 0.64 -4.66
C -0.25 2.63 -0.72
C 0.52 0.29 -3.62
F 2.32 -0.67 5.16
H -0.57 4.49 1.20
C 0.38 -2.66 1.59
H 1.69 -2.61 3.33
H -3.46 -2.14 -3.53
H 1.15 1.40 4.32
H -2.14 -0.02 -3.56
F 3.95 0.78 4.57
C 0.58 -2.43 0.20
O 0.05 0.19 -1.11
Bi 1.11 0.01 1.00
H -2.26 -4.36 -3.56
H -2.93 2.49 -0.96
C 0.37 2.14 2.40
H -0.70 2.13 -3.39
C -1.30 2.56 0.46
C -0.12 1.38 -1.60
C 0.43 -2.25 -3.57
C -0.29 -3.45 -3.57
H 1.54 0.13 -3.24
F 2.66 0.01 2.74
C -1.63 -0.99 -3.55
H 0.24 -4.42 -3.59
C -0.79 1.76 1.63
H -2.50 0.89 -0.30
H -0.56 -2.85 2.14
C 0.45 1.24 3.51
H 1.53 -2.24 -3.59
C -1.53 3.98 1.02
```

Values from the calculation:
**E_HOMO**: -0.28631 Eh
**Energy relative to the best compared isomer or geometry (same formula, charge and spin)**: 0.0 kcal per mole
**LUMO energy**: -0.91 eV
**Gap between HOMO and LUMO**: 6.88 eV

natural (NBO) atomic charge list, values in e, 6 entries: 0.22 0.20 0.23 -0.62 -0.20 -0.04

=====

Number 1: E_tot -1620.465462 Ha. Number 2: E_tot -1846.167948 Ha. Number 3: E_tot -2981.292223 Ha. Number 4: E_tot -1622.367904 Ha.